Entry 1:
Here is a molecular structure, C29H29ClO2SSe2SiTe2Zn from OMol25. Energies are from ωB97M-V with the def2-TZVPD basis set.

The geometry in XYZ format:
```
68
Properties=species:S:1:pos:R:3:forces:R:3:lowdin_charge:R:1
Zn -1.879 -0.847 -1.025 0.4103 0.0735 -0.1548 0.345
Se -1.755 -1.193 -3.377 -0.7752 -1.1055 -0.8506 -0.051
Te -3.522 -3.064 -3.792 0.8357 -0.2643 1.2003 0.158
Te -2.321 -6.978 -3.969 -0.0981 0.5872 0.8182 -0.365
Se -2.853 -5.104 -2.144 -0.2500 0.3424 -1.7499 -0.468
Cl -4.444 1.879 -1.186 0.3890 -0.7130 0.5583 0.628
C -4.008 1.430 0.486 -0.6689 0.4143 0.0219 -0.573
C -4.056 2.506 1.351 0.2449 1.8610 -0.9695 -0.188
C -3.832 2.352 2.702 1.1422 0.8647 2.4705 -0.158
C -3.493 1.084 3.203 1.4250 -0.2692 -2.0216 -0.115
C -3.327 0.055 2.223 0.2966 -0.2966 3.4538 -0.084
C -3.679 0.106 0.894 -0.7462 1.3451 -2.0147 -0.350
C -3.616 -0.937 -0.128 -0.7915 -0.9663 0.4755 -0.256
H -4.106 3.555 0.884 -0.2632 -1.7260 0.8925 0.112
H -3.638 3.250 3.390 -0.7423 -1.2133 -1.1798 0.106
H -2.958 0.880 4.168 -1.1259 0.5423 -0.7452 0.098
H -2.840 -0.793 2.731 -0.4502 -0.3243 -1.0746 0.112
H -4.404 -0.935 -0.923 0.6360 0.3747 0.7882 0.042
H -3.603 -1.928 0.321 -0.1549 -0.1688 0.1657 0.044
O -0.811 0.640 -0.385 -0.6257 -0.4469 -0.4551 -0.345
Si 0.599 1.293 -0.458 1.3411 1.4731 0.6414 0.447
C 1.346 1.144 1.293 -1.2638 -0.1648 0.7307 -0.186
C 2.646 1.154 1.773 0.3057 0.9011 -0.4639 -0.105
C 2.939 1.303 3.118 -0.8510 -0.0001 1.4213 -0.111
C 1.932 1.553 4.071 0.0433 -1.0071 -0.9935 -0.112
C 0.628 1.421 3.637 -0.2923 -0.0575 -0.9035 -0.097
C 0.339 1.156 2.280 -0.1474 0.8066 0.8042 -0.080
C 1.808 0.636 -1.735 -0.8526 -0.5934 -0.3386 -0.229
C 3.141 0.955 -1.818 1.6889 0.6936 0.6249 -0.144
C 4.006 0.241 -2.667 0.6949 -0.2462 -0.2890 -0.110
C 3.468 -0.649 -3.616 -1.2089 0.8707 0.8465 -0.089
C 2.062 -0.854 -3.633 1.4049 0.6939 0.3546 -0.085
C 1.278 -0.316 -2.639 -0.9442 0.8364 1.4502 -0.164
C 0.514 3.244 -0.662 1.1754 -0.7232 -0.4404 -0.181
C -0.361 3.959 0.118 -0.4017 0.8445 0.5981 -0.088
C -0.647 5.320 -0.122 1.3897 -1.4354 -0.4342 -0.098
C 0.125 5.991 -1.028 0.4995 1.1559 -2.5203 -0.126
C 1.158 5.351 -1.774 -1.5418 -1.5000 1.7432 -0.099
C 1.318 3.979 -1.567 1.1605 -0.3683 -0.5596 -0.098
H 3.420 1.287 1.031 0.4978 -0.6501 0.0741 0.078
H 3.884 1.109 3.571 1.1161 0.3750 -0.3839 0.077
H 2.132 1.698 5.127 0.2553 0.0268 -0.0928 0.087
H -0.187 1.523 4.334 -0.2396 0.0508 0.1150 0.084
H -0.723 1.133 2.019 0.3862 -0.2632 -0.1934 0.084
H 3.569 1.784 -1.173 -0.4438 -1.1638 -0.7053 0.108
H 5.122 0.367 -2.577 -1.3124 0.0494 -0.2702 0.101
H 4.064 -1.125 -4.374 0.3151 -0.0985 -0.0451 0.081
H 1.620 -1.321 -4.467 -0.5297 -1.0531 -0.6261 0.084
H 0.187 -0.545 -2.431 1.8105 0.0620 -0.9902 -0.072
H -0.755 3.505 1.018 -0.6844 -0.3289 -0.2572 0.096
H -1.474 5.791 0.315 -0.9103 0.6403 0.9191 0.076
H -0.157 7.007 -1.384 0.2375 -0.5914 0.6839 0.096
H 1.721 5.782 -2.559 0.4680 0.8995 -0.3984 0.072
H 2.196 3.476 -2.095 -1.5756 0.4905 0.4945 0.104
O -0.496 -2.734 -0.008 0.9981 -0.2348 -0.3010 -0.545
S 0.855 -3.163 -0.578 -1.2223 1.0400 -0.8790 0.929
C 1.871 -3.771 0.729 0.1842 1.1846 1.3655 -0.400
C 1.110 -4.845 1.433 -3.1043 0.0035 -0.3193 -0.231
C 0.283 -5.579 0.295 0.1948 1.0485 -1.2142 -0.200
C 0.678 -4.889 -1.098 -2.0295 -0.7607 1.0052 -0.319
H 2.226 -3.033 1.485 -0.1287 -0.0581 -0.9958 0.112
H 2.677 -4.173 0.140 0.7885 -0.1838 0.0810 0.079
H 0.263 -4.370 2.084 2.0600 -0.8296 -0.5819 0.140
H 1.864 -5.416 1.947 -0.3612 -0.6805 0.6192 0.090
H -0.811 -5.446 0.342 0.4884 0.4687 0.5079 0.080
H 0.346 -6.637 0.208 0.7364 -0.9914 0.1097 0.083
H -0.229 -4.984 -1.766 1.1635 0.2836 0.3534 0.002
H 1.589 -5.267 -1.565 -0.0465 0.1738 0.0246 0.086
```
Positions in Å, forces in eV/Å.

Calculated values
E_LUMO: 3.97 eV
HOMO-LUMO gap: 0.189 Ha
Net charge: -2


Entry 2:
Here is a molecular structure, C25H28InN2O15 from OMol25. Energies are from ωB97M-V with the def2-TZVPD basis set.

The geometry in XYZ format:
```
71
Properties=species:S:1:pos:R:3:forces:R:3:lowdin_charge:R:1
C -1.693 -1.194 -0.386 -0.5267 -0.2797 0.2978 0.007
C -1.991 -0.539 -1.713 -1.0519 -0.4887 -1.1262 -0.560
O -2.441 -1.243 -2.621 0.6688 0.4755 0.5219 -0.003
N -1.737 0.807 -1.887 0.8611 -0.0887 1.3267 0.009
In -0.150 1.239 -3.329 0.5923 0.0858 -1.4930 0.537
C 1.790 0.295 -2.745 -0.3988 -0.2986 0.4144 -0.255
C 1.668 -0.972 -1.885 0.3976 0.5329 -0.5720 -0.469
O 1.561 -0.628 -0.505 -0.3031 -0.2692 0.0962 -0.077
C 2.851 -1.942 -2.128 -0.2820 -0.3096 0.4992 -0.233
N 3.302 -2.734 -0.983 0.1908 -0.2317 -0.5062 0.000
C -1.679 1.553 -0.711 -0.7819 0.1447 0.0864 -0.507
C -0.379 2.096 -0.189 -0.2374 0.6726 -0.0537 -0.009
O -2.705 1.788 -0.070 0.3035 -0.2860 -0.3324 0.027
H -2.207 -2.148 -0.400 -0.0612 -0.2295 0.0190 0.072
H -0.638 -1.379 -0.227 0.2875 0.2176 -0.1028 0.064
H -2.083 -0.636 0.460 0.0657 0.2171 0.0980 0.076
H 0.019 2.995 -3.550 -0.1669 -0.1340 0.2863 -0.104
H -0.599 0.507 -4.886 -0.0789 0.0107 0.2798 -0.112
H 2.337 0.032 -3.650 -0.0972 0.0692 -0.3243 0.032
H 2.425 0.998 -2.205 0.1659 0.1546 0.1091 0.016
H 0.747 -1.478 -2.158 -0.2425 -0.3143 0.3114 0.110
H 2.363 -0.146 -0.299 0.1809 0.2824 0.1494 0.079
H 2.540 -2.660 -2.880 0.0390 0.0627 -0.4132 0.107
H 3.700 -1.382 -2.505 0.2280 0.0958 -0.1171 0.102
H 3.780 -2.157 -0.312 -0.0703 0.1121 0.2925 0.050
H 2.508 -3.160 -0.532 -0.1366 0.0459 0.2801 0.045
H 0.114 1.344 0.415 0.1013 -0.3771 -0.0609 0.084
H -0.611 2.938 0.456 -0.0204 0.1190 0.1348 0.086
H 0.290 2.441 -0.968 0.2166 -0.1057 -0.1614 0.017
C -6.077 2.516 3.300 -0.1119 -0.0049 0.1987 0.057
C -4.872 2.308 2.721 -0.1393 0.0675 -0.2094 -0.230
C -3.699 1.797 3.546 -0.0624 -0.0187 0.2724 -0.308
O -2.630 1.610 3.016 0.0998 0.0468 -0.2373 0.124
C -3.916 1.560 4.973 0.0579 -0.0027 -0.0922 0.066
C -5.117 1.775 5.513 0.2216 -0.0937 0.1295 -0.252
C -6.280 2.261 4.700 -0.0866 0.1273 -0.4285 -0.336
O -7.341 2.414 5.292 -0.0188 -0.0202 0.1723 0.072
O -5.394 1.584 6.801 0.0096 -0.0195 0.0698 0.095
O -4.694 2.541 1.445 0.5014 -0.0357 0.0980 0.114
H -6.923 2.877 2.732 0.0263 -0.0045 -0.0727 0.130
H -3.074 1.209 5.553 0.0051 -0.0100 -0.0111 0.130
H -6.337 1.816 6.895 -0.1197 0.0344 -0.0291 0.109
H -3.776 2.326 1.093 -0.2918 -0.1397 0.1512 0.085
C -1.935 -6.552 0.004 0.0406 -0.1762 0.1625 0.069
C -1.745 -5.712 -1.025 -0.2529 0.0424 0.0599 -0.238
C -0.367 -5.281 -1.453 0.5376 -0.0323 0.1619 -0.311
O -0.276 -4.548 -2.414 -0.1550 0.0872 -0.1328 0.125
C 0.780 -5.762 -0.695 -0.0340 0.0775 -0.0891 0.075
C 0.583 -6.596 0.333 0.1729 0.1160 -0.1138 -0.241
C -0.791 -7.055 0.737 -0.4213 0.1111 -0.1796 -0.322
O -0.867 -7.830 1.676 0.1499 -0.0734 0.1145 0.090
O 1.565 -7.090 1.078 0.0402 -0.0294 0.0278 0.108
O -2.731 -5.195 -1.734 0.0715 0.0053 -0.0456 0.127
H -2.918 -6.871 0.319 -0.0198 0.0211 -0.0181 0.132
H 1.764 -5.427 -0.995 0.0214 -0.0241 -0.0079 0.127
H 1.133 -7.659 1.740 -0.0730 -0.0588 0.0658 0.113
H -2.329 -4.585 -2.385 -0.0098 0.1120 -0.0216 0.128
C 5.580 5.271 -1.556 0.1589 0.0602 0.1257 0.069
C 4.471 4.769 -2.120 0.2014 0.1428 -0.0988 -0.235
C 3.469 3.968 -1.334 0.0352 -0.1413 0.4541 -0.302
O 2.494 3.569 -1.931 -0.0932 0.0197 -0.1150 0.086
C 3.733 3.717 0.076 -0.1521 -0.0616 -0.0989 0.085
C 4.842 4.216 0.634 -0.1811 -0.1294 0.0728 -0.242
C 5.832 5.036 -0.148 0.0153 0.1272 -0.4342 -0.321
O 6.804 5.461 0.453 0.0341 -0.0423 0.1791 0.091
O 5.166 4.039 1.910 0.0088 0.0010 0.0231 0.109
O 4.159 4.929 -3.393 -0.0481 -0.0107 -0.0283 0.125
H 6.305 5.850 -2.110 -0.0132 0.0044 -0.0224 0.132
H 3.012 3.130 0.629 0.0057 0.0179 0.0137 0.136
H 6.009 4.511 2.037 0.0951 0.0612 -0.0019 0.113
H 3.306 4.465 -3.526 -0.0696 -0.0399 -0.0044 0.128
```
Positions in Å, forces in eV/Å.

Calculated values
E_LUMO: 0.19 eV
HOMO-LUMO gap: 0.204 Ha
Net charge: -1


Entry 3:
Here is a gas-phase ion, CHN4OS (charge -1) from OMol25. Energies are from ωB97M-V with the def2-TZVPD basis set.

The geometry in XYZ format:
```
8
Properties=species:S:1:pos:R:3:forces:R:3:lowdin_charge:R:1
C 0.840 -0.406 -0.157 -1.0910 -0.3111 -1.4251 -0.212
N -1.443 1.040 -0.116 -0.9546 0.0968 0.4237 -0.164
N 0.802 0.858 -0.113 1.9872 -1.8670 0.7894 -0.082
N -0.288 1.618 -0.046 -0.4597 1.7229 -0.8288 -0.155
N -1.664 -0.143 0.144 2.5120 -0.2566 0.7298 -0.676
O 2.030 -1.157 -0.075 -2.1956 1.0214 0.1498 -0.050
S -2.769 -1.243 -0.139 -1.3067 -0.8113 -0.5681 0.295
H 2.492 -0.566 0.502 1.5084 0.4048 0.7294 0.042
```
Positions in Å, forces in eV/Å.

Calculated values
E_LUMO (spin up / spin down): 3.22 / 3.43 eV
HOMO-LUMO gap (spin up / spin down): 0.228 / 0.239 Ha
Net charge: -1


Entry 4:
Here is 2 unconnected molecules or ions with the total composition C21H21N2O7S2 from OMol25. Energies are from ωB97M-V with the def2-TZVPD basis set.

The geometry in XYZ format:
```
53
Properties=species:S:1:pos:R:3:forces:R:3:lowdin_charge:R:1
C 3.498 -3.791 -3.227 0.0874 0.6496 0.5019 -0.070
O 3.819 -2.675 -2.360 -0.2172 -0.5100 -0.5394 -0.093
C 2.789 -2.077 -1.702 -0.9471 -0.0033 0.5881 -0.260
C 1.445 -2.511 -1.808 1.1260 0.0569 -0.1397 -0.011
C 0.481 -1.932 -1.007 -0.1569 0.6131 0.3847 -0.049
C 0.798 -0.917 -0.082 0.5725 -0.5210 -1.4825 -0.217
C -0.193 -0.478 0.893 -0.2652 -0.9485 1.3031 0.002
C -0.696 -1.339 1.805 -0.1435 0.1032 -0.3875 -0.293
S -1.799 -0.929 3.146 -0.5488 0.9057 -0.4870 0.682
O -1.051 -1.029 4.377 -0.3561 -0.1738 -0.2376 -0.289
O -2.551 0.278 2.869 0.5921 -0.8302 0.3571 -0.309
C -2.983 -2.278 3.000 -0.0737 0.5733 0.1816 -0.242
C -2.435 -3.575 3.548 -0.3187 -0.5090 0.3151 -0.244
C -0.944 -3.738 3.334 0.5258 -0.0688 -0.3830 -0.248
S -0.391 -3.110 1.732 0.7727 -0.1200 0.2248 0.688
O -1.272 -3.651 0.711 0.2268 -0.0514 0.5640 -0.312
O 1.035 -3.352 1.685 -0.6660 -0.0689 -0.1199 -0.290
C 2.116 -0.407 -0.081 -0.7675 -0.0618 0.6003 -0.002
C 3.106 -1.004 -0.832 0.0509 -0.7147 -0.7687 0.007
H 4.450 -4.081 -3.670 -0.1535 0.0096 0.0324 0.086
H 3.078 -4.631 -2.651 0.1089 0.2728 -0.1306 0.095
H 2.791 -3.487 -4.014 0.2221 -0.0754 0.2258 0.093
H 1.171 -3.349 -2.453 0.0778 0.4160 0.1578 0.104
H -0.548 -2.274 -1.104 0.2862 0.0480 0.1687 0.113
H -0.480 0.558 0.937 0.0588 0.4217 0.0622 0.075
H -3.834 -1.898 3.575 0.0276 -0.1561 -0.1556 0.111
H -3.257 -2.349 1.940 0.1058 0.1655 0.2383 0.114
H -2.646 -3.623 4.620 0.1283 -0.0442 -0.0936 0.121
H -2.955 -4.417 3.082 -0.0185 0.1637 0.0069 0.119
H -0.342 -3.247 4.105 -0.0847 -0.0577 -0.2919 0.102
H -0.648 -4.789 3.266 -0.0219 0.1126 0.0222 0.112
H 2.342 0.414 0.603 0.0664 -0.2230 -0.2011 0.126
H 4.148 -0.702 -0.752 -0.2602 0.0624 -0.0652 0.119
C -2.310 2.307 0.647 -0.4860 -0.3255 0.5249 -0.091
C -0.881 2.672 0.485 0.7485 0.9792 -1.1093 -0.327
C -0.036 2.742 1.614 0.8957 -0.1611 1.1515 -0.295
N 0.691 2.772 2.540 -1.0713 -0.1107 -1.3508 0.106
C -0.447 3.350 -0.690 -0.1396 -0.3690 0.7944 -0.192
C -1.345 3.676 -1.766 0.0598 0.1892 -0.1668 -0.038
C -0.961 4.519 -2.785 0.3424 -0.5057 0.2003 -0.019
C 0.366 4.989 -2.829 -0.1228 0.0797 -0.0699 -0.210
N 0.800 5.730 -3.956 0.2209 0.5349 -0.5512 -0.366
O 1.991 6.114 -4.000 -1.3044 -0.2847 -0.1878 -0.013
O -0.024 5.963 -4.871 1.0507 -0.0801 0.8132 -0.017
C 1.295 4.634 -1.830 -0.2433 -0.6110 0.2665 -0.014
C 0.909 3.790 -0.808 0.3913 0.6397 -0.6419 -0.041
H -2.781 2.078 -0.312 0.0560 -0.0026 0.1690 0.063
H -2.395 1.423 1.284 -0.2703 0.3814 -0.2720 0.024
H -2.878 3.116 1.134 -0.1192 -0.1489 -0.1327 0.090
H -2.355 3.263 -1.781 0.3353 0.3184 0.1000 0.087
H -1.648 4.792 -3.582 0.1723 -0.0776 0.1539 0.108
H 2.313 5.004 -1.902 -0.1815 -0.1281 -0.0322 0.108
H 1.654 3.457 -0.080 -0.3710 0.2459 -0.1108 0.099
```
Positions in Å, forces in eV/Å.

Calculated values
E_LUMO: 2.03 eV
HOMO-LUMO gap: 0.200 Ha
Net charge: -1


Entry 5:
Here is a molecular structure, C14H10IrN2O2S3Sb from OMol25. Energies are from ωB97M-V with the def2-TZVPD basis set.

The geometry in XYZ format:
```
33
Properties=species:S:1:pos:R:3:forces:R:3:lowdin_charge:R:1
Ir -0.411 -0.368 0.064 0.0608 0.1474 0.0238 0.795
O -0.012 -0.975 1.927 0.0039 -0.0235 0.0527 -0.300
C 0.315 -0.185 2.916 0.0289 -0.0753 -0.0844 -0.349
C 0.354 -0.777 4.200 -0.0022 0.0068 0.0623 -0.015
C 0.719 -0.067 5.314 -0.0134 -0.0212 -0.0130 -0.096
C 1.074 1.287 5.217 0.0022 0.0202 -0.0164 -0.116
C 1.046 1.883 3.982 0.0057 -0.0113 0.0319 -0.067
C 0.675 1.185 2.816 -0.0142 0.0325 -0.0047 -0.150
C 0.703 1.936 1.589 0.0246 0.0345 0.0043 -0.082
N 0.363 1.476 0.441 -0.0470 0.0047 -0.0728 -0.207
N 0.411 2.337 -0.646 0.0066 -0.0599 0.0702 0.079
C -0.033 1.733 -1.711 -0.0464 0.0327 -0.0535 -0.468
O -0.434 0.501 -1.765 -0.0172 -0.0419 -0.0141 -0.273
C -0.082 2.500 -2.985 0.0106 -0.0173 0.0242 -0.141
C -0.625 1.905 -4.119 -0.0013 0.0014 -0.0040 -0.019
C -0.681 2.605 -5.315 0.0015 -0.0014 0.0049 -0.086
C -0.194 3.903 -5.386 -0.0033 0.0018 -0.0009 -0.105
C 0.347 4.500 -4.254 0.0027 0.0009 0.0022 -0.094
C 0.403 3.803 -3.058 0.0029 -0.0033 0.0007 -0.035
H 0.067 -1.819 4.262 0.0028 0.0003 0.0007 0.116
H 0.726 -0.558 6.279 0.0033 -0.0011 0.0003 0.097
H 1.360 1.849 6.096 -0.0027 0.0001 0.0005 0.090
H 1.317 2.928 3.881 -0.0022 0.0015 -0.0010 0.104
H 1.025 2.974 1.623 0.0024 -0.0051 0.0007 0.127
H -1.004 0.895 -4.044 -0.0005 -0.0008 -0.0012 0.115
H -1.108 2.137 -6.193 -0.0004 -0.0003 0.0009 0.098
H -0.239 4.449 -6.320 0.0002 -0.0001 0.0002 0.094
H 0.725 5.513 -4.305 -0.0003 -0.0003 -0.0003 0.095
H 0.817 4.254 -2.167 -0.0006 0.0020 -0.0013 0.103
S -5.035 -2.502 0.500 -0.0237 -0.0026 -0.0030 -0.400
Sb -3.593 -1.379 -0.823 0.0455 0.0460 -0.0006 0.161
S -1.254 -2.347 -0.560 0.0029 -0.0727 0.0023 -0.021
S -2.519 0.357 0.571 -0.0320 0.0052 -0.0114 -0.050
```
Positions in Å, forces in eV/Å.

Calculated values
Multiplicity: 2
E_LUMO (spin up / spin down): 2.13 / 0.94 eV
HOMO-LUMO gap (spin up / spin down): 0.233 / 0.187 Ha
Net charge: -1


Entry 6:
Here is 2 unconnected molecules or ions with the total composition C5H9NO2 from OMol25. Energies are from ωB97M-V with the def2-TZVPD basis set.

The geometry in XYZ format:
```
17
Properties=species:S:1:pos:R:3:forces:R:3:lowdin_charge:R:1
C 0.574 1.166 -0.089 -1.5533 1.5275 0.8003 0.007
C -0.617 1.147 0.606 1.9550 1.5142 -0.3498 -0.450
C -0.699 0.763 2.047 0.1359 -0.1618 -0.1461 -0.019
O -1.735 1.615 0.007 0.1060 -0.6505 0.0932 0.076
H 1.497 1.232 0.465 0.0411 -0.6236 0.0610 0.096
H 0.573 1.621 -1.068 -0.0514 -0.1606 -0.1563 0.087
H -1.481 0.019 2.213 -0.1285 0.0417 0.0365 0.095
H 0.244 0.323 2.372 -0.0890 0.0369 -0.0910 0.090
H -0.896 1.656 2.648 -0.1183 -0.1059 -0.0232 0.097
H -2.500 1.488 0.584 0.0532 -0.0843 -0.0634 0.116
C 1.114 -1.925 -2.438 -0.1676 -0.6199 0.5164 -0.012
N 0.543 -1.047 -1.753 1.1820 2.1149 -0.3619 0.019
C 0.393 -0.984 -0.364 -3.3456 -3.5719 0.7044 -0.478
O 1.056 -1.538 0.511 0.4999 0.9113 -0.7371 -0.015
H 1.358 -2.917 -2.047 0.3474 0.0547 0.0969 0.083
H 1.334 -1.705 -3.477 -0.2382 -0.1904 -0.2315 0.068
H -0.758 -0.914 -0.215 1.3715 -0.0325 -0.1485 0.137
```
Positions in Å, forces in eV/Å.

Calculated values
E_LUMO: 0.55 eV
Structure (SMILES): C=C(C)O.C=NC=O
HOMO-LUMO gap: 0.328 Ha
Net charge: 0


| no. | F_max (eV/Å) |
| --- | --- |
| 1 | 3.48 |
| 2 | 1.62 |
| 3 | 2.84 |
| 4 | 1.73 |
| 5 | 0.16 |
| 6 | 4.94 |